Record 1
{"formula": "C25H37F6N7O5PS", "method": "ωB97M-V/def2-TZVPD", "symbols": ["C", "C", "H", "H", "H", "H", "H", "F", "C", "H", "H", "C", "H", "C", "H", "H", "O", "C", "H", "H", "C", "O", "C", "H", "H", "C", "C", "H", "H", "F", "S", "C", "H", "F", "C", "O", "H", "H", "H", "H", "P", "H", "C", "F", "C", "C", "C", "C", "H", "N", "F", "N", "H", "H", "N", "H", "O", "C", "H", "C", "H", "H", "H", "H", "H", "C", "H", "N", "F", "H", "H", "H", "N", "C", "C", "N", "C", "H", "O", "N", "C", "C"], "xyz": [[-2.493, 1.045, -2.078], [2.739, -1.208, 2.936], [2.317, -2.140, 3.313], [4.403, 0.109, 3.303], [7.315, -1.040, 9.582], [8.733, 1.958, 6.817], [6.140, -0.141, 8.623], [-4.661, 2.428, -4.040], [-0.140, 2.209, 3.338], [-1.200, -0.940, -5.113], [1.973, -0.433, 3.013], [-1.649, 1.949, -4.221], [6.999, 1.689, 6.977], [-1.442, 2.878, -3.076], [-1.842, -6.370, -4.111], [-0.287, 4.517, 1.762], [-8.761, 0.448, -1.657], [-1.161, -4.466, -4.849], [2.964, -1.346, 1.879], [4.762, -1.586, 3.566], [0.914, 3.274, 3.076], [-0.885, 4.036, -3.187], [3.998, -0.822, 3.705], [-9.348, 0.882, -2.294], [1.904, 2.818, 3.067], [-0.355, -6.760, -5.620], [-4.970, 1.120, -4.209], [4.677, -0.399, 5.721], [-2.364, -5.995, -5.743], [-6.266, 1.771, -2.327], [-2.150, 2.645, -5.807], [-2.399, 0.730, -3.574], [-0.658, -7.794, -5.783], [-5.255, -0.160, -2.222], [-1.514, -5.944, -5.061], [-3.743, -0.825, -4.776], [-0.013, -6.356, -6.574], [-0.625, 1.628, -4.457], [-0.861, -4.013, -5.798], [-3.493, 1.158, -1.667], [-1.219, -0.735, -3.723], [0.049, 1.732, 4.296], [-7.227, -0.028, -3.488], [-6.904, -1.075, -4.251], [-3.684, 0.251, -4.246], [-5.928, 0.682, -3.042], [8.198, 0.481, 8.322], [0.738, 3.113, 0.611], [7.160, -1.370, 7.861], [0.835, 2.399, -0.289], [-5.606, 0.984, -5.378], [-1.846, 2.359, -1.959], [1.447, 4.792, 1.603], [-2.015, -3.912, -4.460], [8.067, -0.488, 4.984], [-1.144, 2.641, 3.364], [-7.974, -1.651, -1.883], [7.141, -0.578, 8.611], [3.375, -1.585, 5.644], [3.748, -0.656, 5.210], [9.188, 0.024, 8.322], [-3.033, 3.541, -5.356], [-1.723, 2.818, -1.066], [-0.121, 1.432, 2.570], [-0.794, -2.100, -2.169], [-8.043, -0.523, -2.257], [0.491, -6.769, -4.932], [-1.607, 5.311, -2.384], [-7.981, 0.847, -4.193], [-2.012, 0.306, -1.437], [0.911, 4.002, 3.887], [0.041, -0.174, -3.438], [-1.579, -1.933, -2.792], [2.770, 0.400, 5.463], [7.972, 1.194, 6.984], [0.807, -4.209, -3.150], [-0.065, -4.302, -3.896], [8.193, 1.232, 9.113], [-2.634, 5.469, -2.770], [2.004, 1.236, 5.662], [0.688, 4.025, 1.756], [8.019, 0.259, 5.859]], "mulliken_charge": [-1.2186, -1.0092, 0.3262, 0.2883, 0.3359, 0.2925, 0.2752, -0.2643, -1.1723, 0.1217, 0.1254, -0.4590, 0.2765, 0.1082, 0.3170, 0.3064, -0.4444, -0.1267, 0.3527, 0.3278, -0.2522, -0.4865, -0.4272, 0.3707, 0.2186, -1.1717, 0.9841, -0.0624, 0.3453, -0.3463, -0.0507, 1.9404, 0.3473, -0.3295, -0.5472, -0.5043, 0.2921, 0.4625, 0.2998, 0.2769, 0.1259, 0.3281, 0.9937, -0.2523, -0.8151, 0.5165, -0.4063, 0.2273, 0.3327, -0.4447, -0.3144, 0.1967, 0.3368, 0.1698, -0.4630, 0.3920, -0.4306, -1.1000, 0.3184, -0.1170, 0.2978, 0.1596, 0.2493, 0.2689, 0.2977, 0.0966, 0.3523, 0.4023, -0.3118, 0.3814, 0.3201, 0.1315, -0.6700, 0.3567, -0.3525, -0.5497, 0.3374, 0.3064, -0.0246, -0.5004, -0.4813, 0.2188], "e_homo_ev": -11.866, "fmax_ev_per_a": 1.20, "lumo_ev": -5.692, "e_tot_ev": -83610.607, "de_lowest_kcal_mol": 0.0, "charge": 1}



Record 2
{"formula": "C25H38AlBCl7F2NO13SV", "method": "ωB97M-V/def2-TZVPD", "symbols": ["H", "Cl", "C", "H", "O", "H", "H", "V", "H", "Al", "C", "H", "H", "H", "H", "C", "C", "C", "H", "H", "Cl", "C", "F", "H", "Cl", "C", "H", "C", "H", "H", "C", "Cl", "C", "O", "O", "O", "C", "H", "H", "O", "H", "C", "C", "F", "C", "H", "H", "C", "H", "O", "H", "S", "O", "C", "H", "H", "H", "O", "B", "H", "H", "H", "Cl", "C", "H", "C", "H", "C", "H", "H", "H", "O", "O", "Cl", "C", "O", "H", "Cl", "H", "C", "H", "O", "C", "C", "H", "N", "C", "C", "O", "H"], "xyz": [[-1.192, 6.139, 1.292], [-2.812, -2.746, 0.832], [1.338, -0.205, -1.518], [0.896, 6.714, 0.142], [9.391, -4.743, 3.129], [-1.705, 3.111, -1.381], [-7.906, -3.390, -2.763], [10.020, -7.919, 3.204], [-7.267, -2.622, -1.289], [1.693, -4.357, 3.928], [3.001, 1.807, -1.586], [-6.652, -4.215, -1.790], [-0.191, 4.699, 1.053], [-8.025, -0.396, 0.290], [3.139, 1.454, -2.629], [-5.590, 1.512, -1.907], [-0.784, 5.457, 0.516], [-0.018, 4.373, -1.844], [3.187, -0.015, -0.455], [-2.996, 5.622, -2.418], [-3.018, -0.050, -0.239], [-4.253, 1.191, -2.246], [-1.133, -2.458, 1.601], [0.646, 3.113, -0.107], [-0.414, -1.111, 0.416], [-2.550, 4.624, -2.640], [-3.871, 0.168, -2.285], [-5.952, 2.884, -1.896], [-2.107, 4.667, -3.648], [1.964, -2.529, 1.383], [2.354, 0.679, -0.713], [0.759, -0.636, 2.021], [2.999, -1.734, 3.117], [11.578, -4.620, 3.797], [0.534, 5.646, -1.599], [9.864, -6.146, 2.986], [1.737, -2.053, 2.338], [0.375, -0.094, -0.978], [-9.824, -6.405, -1.393], [-10.033, -3.518, -0.874], [-8.105, -6.365, -1.847], [6.085, -4.052, 3.087], [6.495, -3.791, 1.669], [2.424, 6.854, 0.816], [10.560, -4.097, 3.594], [3.505, -2.662, 3.411], [4.029, 1.993, -1.199], [-3.667, 3.582, -2.439], [1.088, -2.744, 2.922], [4.977, -4.295, 3.469], [1.189, 0.293, -2.497], [-8.809, -4.351, -0.754], [8.950, -2.413, 3.432], [0.771, 3.160, -1.209], [0.089, 4.213, -2.944], [1.939, 1.005, 0.255], [-0.574, 7.229, -0.757], [7.812, -3.560, 1.641], [8.309, -3.653, 3.013], [-6.991, 3.133, -1.630], [-2.307, 1.972, -2.723], [-5.353, 4.975, -2.103], [-0.445, -0.823, -1.691], [10.240, -2.644, 3.769], [-2.713, 5.514, -0.315], [-1.543, 4.203, -1.499], [1.657, -1.256, -1.596], [-3.362, 2.220, -2.499], [-9.313, -5.472, -2.818], [2.768, 3.960, -0.916], [2.373, 3.606, -2.607], [10.160, -9.554, 3.419], [5.781, -3.790, 0.722], [-2.321, -0.472, 2.523], [-9.031, -5.790, -1.814], [10.994, -1.823, 4.145], [2.777, -1.166, 4.021], [4.165, -0.809, 2.163], [-2.320, 4.118, 0.415], [-7.532, -3.571, -1.754], [0.312, 2.261, -1.680], [-7.776, -0.643, -0.607], [-2.176, -1.104, 0.896], [0.008, 6.325, -0.456], [-6.277, 0.682, -1.671], [-1.946, 4.846, -0.202], [-5.017, 3.932, -2.148], [2.282, 3.210, -1.568], [7.154, -3.972, 3.868], [-8.499, -0.310, -1.151]], "mulliken_charge": [0.4191, -0.1949, -1.4479, 0.4723, 0.3544, -0.0480, 0.3225, 1.7244, 0.1538, 0.7378, -0.9844, 0.3731, 0.1965, 0.2750, 0.4001, -0.2560, -0.5912, -0.3321, 0.2237, 0.4288, -0.0641, -1.1089, -0.4661, 0.2370, 0.0696, -0.6430, 0.8938, -0.4766, 0.2907, 0.6012, 0.0271, -0.0592, 0.1517, -0.3548, -0.4308, -0.8778, -0.4188, 0.6568, 0.3312, -0.6166, 0.3325, 0.6144, 0.5777, -0.8925, 0.5640, -0.3072, 0.3644, 0.4365, 0.1899, -0.7040, 0.5188, 0.4929, -0.4025, 0.2458, 0.6107, 0.3883, 0.3032, -0.4717, 0.7525, 0.3653, 0.4486, 0.3569, -0.2711, 0.3249, 0.5181, -0.1200, 0.5653, -0.1676, 0.2992, 0.4200, 0.2468, -0.7377, -0.5432, -0.0707, -0.9182, -0.4475, 0.4502, -0.1253, 0.4055, -0.7579, -0.4019, -0.6278, 0.2112, -0.6688, 0.4506, 0.1591, -0.7194, -1.0795, -0.4653, 0.3172], "e_homo_ev": -8.345, "fmax_ev_per_a": 16.16, "lumo_ev": -6.608, "e_tot_ev": -191500.494, "de_lowest_kcal_mol": 376.9, "charge": 1}



Record 3
{"formula": "C25H38AlBrN3O5", "method": "ωB97M-V/def2-TZVPD", "symbols": ["C", "C", "C", "C", "H", "O", "H", "H", "H", "C", "H", "C", "C", "H", "H", "H", "H", "C", "N", "C", "O", "H", "C", "H", "C", "H", "H", "H", "C", "C", "H", "C", "O", "H", "H", "H", "C", "C", "N", "C", "H", "C", "H", "H", "C", "O", "H", "C", "H", "C", "C", "Br", "H", "N", "H", "H", "H", "O", "H", "H", "H", "H", "C", "Al", "C", "H", "H", "H", "H", "H", "H", "H", "C"], "xyz": [[-1.437, 0.965, 1.625], [-3.617, 3.824, 4.072], [-1.774, -2.461, -2.490], [1.841, -3.361, -3.948], [-2.985, 6.205, 2.802], [0.447, -2.807, 0.863], [0.866, 2.941, -1.216], [0.471, -5.003, -4.350], [-2.002, -4.815, 1.255], [0.761, -3.809, 1.511], [-0.370, 5.236, 4.142], [-0.384, -2.433, -4.541], [-1.603, 3.099, 2.541], [-1.643, 5.587, 1.887], [0.111, 4.289, 2.189], [1.677, -3.771, 2.124], [-1.787, 5.589, 5.043], [0.512, -6.157, 2.240], [-0.644, -1.887, -1.827], [-2.563, 5.314, 2.351], [0.459, 0.262, 0.197], [2.660, -3.181, -3.245], [2.219, 4.110, 1.078], [-4.141, 4.700, 4.381], [0.363, 2.406, 1.248], [2.520, 3.163, -1.324], [-1.119, -6.105, 0.391], [2.845, 0.753, 0.818], [0.619, -1.849, -2.358], [0.820, 0.376, -4.147], [-3.236, 4.940, 1.594], [1.781, 2.681, 0.726], [1.492, -1.500, -1.489], [1.598, 4.873, 0.688], [-3.147, 1.510, 2.764], [-0.140, 0.419, -4.618], [-1.320, 4.764, 4.499], [-0.327, 3.312, 2.031], [-1.580, -2.554, -3.820], [2.794, 1.706, 1.353], [-1.031, -4.453, -0.208], [1.541, -0.889, -4.402], [-3.512, 3.286, 5.026], [0.788, -6.839, 1.500], [-1.094, -5.073, 0.686], [-2.775, -2.752, -1.922], [1.587, -1.121, -5.510], [-2.282, 4.195, 3.382], [-2.410, -2.630, -4.396], [0.909, -2.162, -3.823], [1.199, -4.666, -3.592], [-2.147, -0.798, 1.183], [-4.300, 3.237, 3.479], [0.095, -4.928, 1.535], [3.795, 2.138, 1.189], [-0.383, -6.484, 2.840], [2.545, -0.894, -4.032], [-0.468, -2.492, -5.728], [1.379, 1.187, -4.585], [0.733, 0.615, -3.087], [2.017, -5.456, -3.625], [2.690, 1.625, 2.439], [-0.192, 1.161, 1.004], [0.024, -1.384, -0.145], [-2.178, 1.864, 2.347], [2.379, 4.213, 2.168], [0.765, -4.831, -2.601], [3.222, 4.309, 0.621], [2.182, -3.417, -4.986], [-1.007, 4.039, 5.252], [1.786, 1.489, -1.129], [1.341, -5.949, 2.912], [1.764, 2.527, -0.831]], "mulliken_charge": [0.2184, -1.9272, 0.2882, -1.0554, 0.4374, -0.5887, 0.4293, 0.3275, 0.2573, 0.3607, 0.2852, -0.4679, -0.1393, 0.4116, 0.4056, 0.4423, 0.4437, -0.8987, 0.6661, -1.6170, 0.8592, 0.4170, -2.2971, 0.4299, -0.0275, 0.4148, 0.3959, 0.1875, -0.4851, -1.1613, 0.3840, 2.4498, -0.5670, 0.4877, 0.2709, 0.3359, -1.5599, -0.3473, 0.0618, -1.4702, 0.1992, -1.1581, 0.3925, 0.3889, -0.8315, -0.5706, 0.4322, 1.8275, 0.3097, 2.8162, -1.1127, -0.0699, 0.3955, 0.1515, 0.4297, 0.3272, 0.4979, -0.5583, 0.5016, 0.1325, 0.4453, 0.3084, 0.3037, -1.1959, -1.0497, 0.3823, 0.1661, 0.4911, 0.3893, 0.3763, 0.2907, 0.3123, -1.7796], "e_homo_ev": -10.907, "fmax_ev_per_a": 2.83, "lumo_ev": -2.427, "e_tot_ev": -117889.655, "de_lowest_kcal_mol": 0.0, "charge": 1}